# 1
Molecular formula: C19H22NO2
Method: DFT, ωB97M-V with the def2-TZVPD basis set

Energy, eV: -25637.309
HOMO-LUMO gap, Ha: 0.2250
HOMO level, hartree: -0.390
Energy relative to the best compared isomer or geometry (same formula, charge and spin), kJ/mol: 81.38
Max |F|, eV Å⁻¹: 2.4
E_LUMO, eV: -4.489
Total charge: +1

The geometry in XYZ format:
```
44
Properties=species:S:1:pos:R:3:mulliken_charge:R:1
O 3.694 1.567 -1.837 -0.452
O -2.585 -1.481 0.805 -0.231
N 0.734 -3.036 -1.850 0.040
C -1.420 3.064 0.747 -0.695
C -1.376 1.946 2.890 -0.756
C -3.433 -2.454 0.159 -0.663
C 1.197 -0.999 -0.994 0.815
C -0.525 -4.166 -0.038 -1.441
C -1.812 -0.611 0.203 -0.665
C -1.620 1.849 0.102 -0.473
C -1.669 0.664 0.864 1.094
C 1.876 0.214 -0.911 -0.293
C 2.289 -1.521 -3.129 -0.745
C -0.873 4.414 2.812 -1.371
C 3.744 2.359 -0.630 -0.725
C 2.837 0.518 -1.912 0.830
C -1.221 3.119 2.134 1.022
C 0.145 -2.989 -0.616 0.209
C -1.611 0.726 2.280 -0.539
C 1.395 -1.845 -2.115 -0.573
C 3.012 -0.344 -3.036 -0.677
C 0.321 -1.700 -0.091 -0.967
H -1.393 4.003 0.185 0.426
H 0.181 -1.436 0.949 0.953
H -0.771 4.277 3.891 0.359
H -0.809 -3.931 0.999 0.270
H 0.123 -5.062 -0.044 0.472
H -4.397 -2.003 -0.109 0.297
H 2.433 -2.208 -3.954 0.401
H 0.067 4.825 2.425 0.320
H 3.772 -0.068 -3.764 0.440
H 4.153 1.773 0.206 0.326
H 0.717 -3.825 -2.494 0.229
H -2.952 -2.895 -0.726 0.292
H -1.291 1.998 3.978 0.313
H 4.427 3.167 -0.894 0.254
H -3.581 -3.208 0.936 0.277
H -1.733 1.779 -0.983 0.399
H 1.678 0.883 -0.066 0.404
H 2.754 2.760 -0.367 0.253
H -1.429 -4.416 -0.620 0.282
H -1.650 5.169 2.655 0.348
H -1.715 -0.203 2.846 0.437
H -1.684 -0.673 -0.889 0.505
```

# 2
Molecular formula: C19H22NO6PPtS3Se
Method: DFT, ωB97M-V with the def2-TZVPD basis set

Energy, eV: -144222.977
HOMO-LUMO gap, Ha: 0.3058
HOMO level, hartree: -0.329
Energy relative to the best compared isomer or geometry (same formula, charge and spin), kJ/mol: 16.71
Max |F|, eV Å⁻¹: 0.8
E_LUMO, eV: -0.624

The geometry in XYZ format:
```
54
Properties=species:S:1:pos:R:3:mulliken_charge:R:1
Pt -0.162 -1.314 0.054 1.788
Se -0.329 -1.962 -2.642 0.945
S 2.136 -1.101 -0.297 -0.598
S 0.036 0.945 0.796 -0.486
S -3.846 -2.873 2.028 -0.373
P 1.884 0.865 -0.029 0.883
O 1.036 -1.231 -3.091 -0.544
O 3.040 1.316 0.940 -0.418
O -1.111 -2.834 -3.723 -0.698
O -1.223 -0.778 -1.821 -0.646
O -0.157 -2.942 -1.180 -0.772
O 2.073 1.839 -1.217 -0.179
N -2.122 -1.543 0.696 -0.102
C -1.006 -4.031 3.129 -0.776
C 1.373 -2.882 2.237 -0.138
C 0.196 -4.441 3.671 -0.790
C 3.469 2.682 1.238 0.475
C 2.269 1.653 -3.631 -1.315
C 0.027 2.175 -2.550 -1.129
C -5.947 -0.129 -0.065 -0.447
C 1.526 2.318 -2.495 0.715
C -4.418 -1.609 0.983 0.804
C 0.177 -2.469 1.671 -0.188
C -3.574 0.106 -0.502 -0.211
C -4.876 0.518 -0.692 -0.883
C -2.235 -2.503 1.574 0.943
C -1.016 -3.052 2.142 0.912
C 4.431 3.179 0.177 -1.193
C -5.732 -1.197 0.780 -0.674
C 2.291 3.606 1.473 -1.235
C 1.374 -3.856 3.228 -0.824
C -3.348 -0.980 0.342 -0.462
H 1.706 3.743 0.562 0.237
H -6.957 0.215 -0.241 0.385
H -1.940 -4.464 3.471 0.390
H 3.906 3.490 -0.725 0.131
H -0.447 2.667 -1.700 0.332
H 4.984 4.033 0.570 0.467
H 4.008 2.549 2.176 0.373
H 1.866 0.667 -3.848 0.218
H -2.746 0.582 -1.002 0.423
H 2.187 2.287 -4.515 0.454
H 5.145 2.399 -0.083 0.342
H -0.325 2.653 -3.466 0.513
H 3.327 1.560 -3.382 0.319
H 2.320 -4.166 3.655 0.400
H 1.641 3.223 2.260 0.309
H -0.270 1.126 -2.561 0.047
H 1.796 3.376 -2.462 0.225
H -5.074 1.355 -1.348 0.404
H 0.217 -5.206 4.435 0.391
H -6.554 -1.694 1.276 0.398
H 2.312 -2.451 1.924 0.389
H 2.664 4.584 1.780 0.466
```

# 3
Molecular formula: C19H23Br55O2Si
Method: DFT, ωB97M-V with the def2-TZVPD basis set

Energy, eV: -3884376.867
HOMO-LUMO gap, Ha: 0.3127
HOMO level, hartree: -0.333
Max |F|, eV Å⁻¹: 2.0
E_LUMO, eV: -0.560

The geometry in XYZ format:
```
100
Properties=species:S:1:pos:R:3:mulliken_charge:R:1
Br 3.736 -10.409 7.598 -0.001
Br 8.090 -2.073 -7.714 0.007
Br -2.906 -3.760 2.923 0.008
Br 5.646 0.181 -1.535 -0.004
Br 3.329 -9.840 1.763 -0.044
Br -5.767 -3.205 1.628 -0.057
Br 2.918 -5.801 6.916 0.008
Br -3.940 10.061 3.658 -0.008
Br -3.793 0.854 -3.333 0.022
Br 0.162 -10.250 13.279 -0.011
Br 2.524 4.079 -5.978 0.006
Br 2.351 -0.209 2.204 -0.075
Br 7.654 -1.816 -3.011 -0.028
Br -7.693 0.261 -4.089 -0.042
Br 6.047 0.341 -7.307 -0.007
Br -8.366 6.355 -4.513 0.004
Br -3.297 8.030 1.286 0.037
Br -0.742 6.748 -11.151 0.005
Br -0.363 -1.102 -0.735 0.103
Br -0.397 4.625 -7.135 0.037
Br -5.247 3.350 -4.679 0.038
Br 4.693 -1.422 -4.117 0.082
Br -5.473 6.812 -5.755 -0.001
Br -7.122 9.680 -0.776 0.002
Br -2.242 3.623 -3.654 0.044
Br 1.654 -12.680 14.704 -0.014
Br 1.448 -5.925 -0.298 -0.297
Br -3.198 2.361 0.296 0.143
Br -10.299 9.966 -0.877 -0.001
Br -0.941 -2.347 -3.618 -0.051
Br -8.598 10.089 -3.571 -0.002
Br -0.685 2.235 2.284 0.076
Br 2.029 4.105 3.991 0.003
Br -3.642 1.824 3.394 -0.043
Br 0.621 6.214 -4.562 -0.045
Br 3.381 1.620 5.466 0.007
Br 2.174 6.188 -9.980 -0.016
Br 1.379 -10.256 9.744 -0.001
Br 0.962 -3.300 7.173 -0.012
Br 1.898 -3.144 3.391 0.061
Br 9.189 0.896 -7.326 -0.008
Br -0.438 -0.982 3.532 0.152
Br 4.117 -2.865 7.249 -0.012
Br -9.978 0.369 -1.867 -0.044
Br -7.059 1.474 -1.206 0.031
Br 3.898 -7.598 -0.434 0.110
Br -2.172 11.012 1.180 -0.006
Br -8.052 6.940 -7.631 -0.008
Br 4.263 -9.114 10.466 -0.010
Br 5.996 -9.982 0.010 -0.061
Br -3.282 -2.206 -1.451 0.008
Br 0.263 8.324 -8.565 -0.017
Br 4.992 4.351 5.145 -0.039
Br 3.154 -9.892 14.315 -0.013
Br -4.849 -1.602 4.232 -0.059
Si 2.334 -3.883 -0.874 0.774
O 5.865 -4.079 0.044 -0.369
O 4.994 -4.911 -0.709 -0.144
C 4.149 -4.040 -1.474 -0.063
C -4.281 -2.452 2.597 -0.054
C -1.672 -1.377 -2.122 0.246
C 1.852 -11.116 13.596 -0.179
C -7.340 7.260 -5.871 -0.146
C -2.541 2.700 2.073 -0.464
C 2.660 -4.050 7.680 -0.358
C 1.123 5.378 -6.224 -0.142
C 0.775 7.494 -10.230 -0.297
C -3.606 9.870 1.771 -0.054
C 6.176 -0.592 -3.218 -0.427
C 1.460 -1.277 3.548 -0.206
C 3.676 3.179 4.368 -0.308
C -8.723 9.353 -1.796 -0.191
C 2.976 -9.419 9.066 -0.018
C 7.796 -0.359 -6.889 0.227
C -8.396 1.216 -2.570 -0.239
C -3.572 2.447 -4.398 -0.388
C 4.136 -9.452 0.053 -0.352
H 1.179 8.273 -10.860 0.329
H 3.623 -10.057 -0.681 0.347
H 4.073 2.836 3.424 0.307
H 1.519 6.156 -6.863 0.114
H 1.568 -3.486 -2.068 -0.198
H -3.211 2.132 -5.367 0.424
H -7.426 8.320 -5.679 0.119
H 6.519 0.218 -3.847 0.389
H -8.813 8.281 -1.905 0.206
H 1.826 -0.949 4.511 0.169
H -1.948 -0.403 -2.486 -0.302
H 4.607 -3.056 -1.574 -0.123
H 2.183 -2.927 0.223 -0.178
H 2.223 -11.449 12.636 0.202
H 2.650 -4.166 8.754 0.355
H 4.092 -4.464 -2.484 0.275
H -3.851 -1.682 1.970 0.097
H -4.500 10.189 1.256 0.016
H 6.611 -3.840 -0.527 0.287
H -2.623 3.764 2.243 0.290
H -8.688 2.196 -2.919 0.267
H 7.832 -0.514 -5.819 -0.234
H 2.689 -8.451 8.681 0.035
```

# 4
Molecular formula: C19H23BrN2NaO2SeSi
Method: DFT, ωB97M-V with the def2-TZVPD basis set

Energy, eV: -174837.965
HOMO-LUMO gap, Ha: 0.2348
HOMO level, hartree: -0.155
Energy relative to the best compared isomer or geometry (same formula, charge and spin), kJ/mol: 0.00
Max |F|, eV Å⁻¹: 0.3
E_LUMO, eV: 2.172
Total charge: -1

The geometry in XYZ format:
```
50
Properties=species:S:1:pos:R:3:mulliken_charge:R:1
Br -2.752 -0.770 -0.132 -0.254
Se -1.361 -4.029 -0.809 -0.699
Si -0.459 -5.880 0.008 0.451
Na 0.213 -1.781 -0.272 0.678
O 2.065 -0.674 0.084 -0.967
O 3.044 3.382 0.294 -0.544
N 0.982 1.415 -0.181 -0.015
N -0.202 0.864 -0.018 -0.394
C 3.358 1.219 -0.632 0.005
C -4.920 5.359 0.472 -0.457
C -0.644 -6.012 1.886 -0.986
C -3.700 1.807 0.366 -1.017
C 4.790 3.050 -1.328 -0.854
C 5.111 0.863 -2.265 -0.696
C 4.062 0.388 -1.487 -0.424
C -3.996 5.968 1.311 -0.431
C 1.390 -6.026 -0.353 -0.989
C -1.279 -7.421 -0.719 -1.002
C 5.475 2.197 -2.185 -0.397
C 2.222 0.616 0.223 0.375
C -1.239 1.626 0.035 -0.534
C -3.764 3.240 0.694 0.497
C 3.744 2.555 -0.564 0.960
C -2.969 5.210 1.855 -0.499
C -2.584 1.098 0.138 0.532
C -4.806 4.011 0.173 -0.431
C -2.856 3.860 1.556 -0.450
H -1.162 -7.428 -1.805 0.248
H 3.430 4.262 0.255 0.281
H -0.146 -5.171 2.372 0.248
H -4.082 7.021 1.547 0.364
H -0.211 -6.940 2.273 0.311
H 1.805 -6.956 0.048 0.315
H 5.642 0.192 -2.928 0.367
H 1.572 -6.000 -1.429 0.264
H -2.349 -7.415 -0.503 0.265
H -2.254 5.667 2.527 0.369
H 1.039 2.419 -0.028 0.245
H 1.933 -5.189 0.093 0.268
H 2.417 0.939 1.274 0.169
H -1.698 -5.977 2.169 0.269
H -5.732 5.937 0.049 0.357
H -1.137 2.710 -0.035 0.491
H -4.652 1.296 0.294 0.389
H -0.849 -8.343 -0.316 0.326
H 3.750 -0.649 -1.504 0.422
H 5.067 4.097 -1.254 0.249
H 6.292 2.581 -2.783 0.355
H -5.530 3.541 -0.483 0.398
H -2.070 3.275 2.014 0.570
```

HOMO-LUMO gap of number 1 (C19H22NO2)? 0.2250 Ha

What is the max |F| in the second record? 0.8 eV Å⁻¹

max |F| of number 3 (C19H23Br55O2Si)? 2.0 eV Å⁻¹